{
  "formula": "C5H5NO2",
  "method": "wB97M-V/def2-TZVPD",
  "species": ["H", "O", "C", "C", "H", "O", "C", "H", "C", "H", "C", "N", "H"],
  "positions_angstrom": [[1.89250, -0.55504, -0.99814], [-2.43960, -0.71292, 0.39112], [-0.85998, 1.10543, -0.04605], [-0.15555, -1.23856, -0.24314], [-0.39022, -1.72998, -1.20898], [-1.59245, 2.05926, -0.04643], [-1.31943, -0.33324, 0.08932], [1.02815, 2.00989, -0.63848], [0.64188, 1.09676, -0.16196], [0.88329, 0.16356, 1.72007], [1.07106, -0.29051, -0.31733], [1.41436, 0.43265, 0.89587], [-0.17398, -2.00729, 0.56412]],
  "forces_ev_per_angstrom": [[-0.32, 0.12, 0.52], [1.58, 0.84, -0.40], [0.05, 0.90, 0.69], [-0.07, -0.08, 0.26], [0.29, 0.18, 0.47], [0.28, -0.22, -0.18], [-1.72, -1.38, 0.16], [0.27, -0.69, 0.26], [-0.95, 1.70, -0.22], [-0.20, -0.02, -0.18], [0.16, -1.71, -0.30], [0.02, 0.04, -0.41], [0.61, 0.33, -0.69]],
  "mulliken_charge": [0.38, -0.54, 0.39, -0.53, 0.32, -0.51, 0.31, 0.41, -0.07, 0.28, -0.20, -0.54, 0.29],
  "gap_ev": 8.9,
  "charge": 0,
  "e_above_lowest_kj_mol": 195.41,
  "energy_ha": -398.704046,
  "smiles": "O=C1C[C@@H]2N[C@@H]2C1=O"
}

---

{
  "formula": "C5H5NO2",
  "method": "wB97M-V/def2-TZVPD",
  "species": ["O", "H", "O", "C", "C", "C", "H", "C", "H", "N", "C", "H", "H"],
  "positions_angstrom": [[2.74652, -1.08089, 0.06976], [-3.14126, -0.82988, -0.08124], [-0.12858, -1.12585, 0.03806], [-0.27396, 1.17978, -0.01991], [0.61006, 0.01572, -0.05856], [-1.38238, -0.74510, -0.08104], [-0.02930, 2.26229, 0.26082], [-1.48153, 0.72143, -0.08804], [3.64587, -0.86593, -0.31686], [-2.43459, -1.56320, -0.00356], [1.94583, -0.07218, -0.10950], [-2.56720, 1.18315, 0.32178], [2.49052, 0.92065, 0.06829]],
  "forces_ev_per_angstrom": [[2.38, -2.30, -0.85], [-0.75, -0.77, -0.01], [0.37, -0.69, -0.67], [2.38, 2.86, 0.85], [2.08, -0.08, 0.06], [-5.20, -2.11, 0.66], [0.10, -1.89, -0.81], [-5.08, -0.17, 1.91], [-1.64, -0.45, 0.80], [3.12, 2.50, -0.43], [-0.06, 5.02, 1.15], [3.35, -0.92, -1.79], [-1.05, -1.01, -0.86]],
  "mulliken_charge": [-0.45, 0.25, -0.40, -0.73, 0.44, 0.67, 0.27, -0.03, 0.38, -0.72, -0.05, 0.18, 0.20],
  "gap_ev": 8.6,
  "charge": 0,
  "e_above_lowest_kj_mol": 312.13,
  "energy_ha": -398.659589,
  "smiles": "[H]/N=C1C=C/C(=C/O)O\\1"
}

---

> What is the formula in the second record?

C5H5NO2